1.
Below is 5 unconnected molecules or ions with the total composition C45H82O3, with properties calculated with ωB97M-V with the def2-TZVPD basis set.

The geometry in XYZ format:
```
130
Properties=species:S:1:pos:R:3:forces:R:3
C 10.46595 -6.73324 -0.04561 -0.37 0.04 -0.35
C 9.40934 -6.63727 0.52933 -0.37 0.45 0.25
C 8.06892 -6.48042 1.19682 0.54 -0.31 -0.97
C 6.89018 -6.53789 0.15374 -0.37 0.25 0.85
C 5.57455 -6.86683 0.95182 -0.01 -0.72 -0.22
C 4.92222 -8.19184 0.49804 -0.90 -0.80 0.51
C 4.09796 -8.94793 1.61118 0.57 0.58 -1.75
O 4.19540 -8.87083 2.79127 -0.18 -0.51 -0.15
O 3.20525 -9.75936 0.88025 -0.27 1.20 1.50
C 2.59812 -8.84558 -0.06274 -0.01 -0.46 -1.75
C 1.45137 -7.95446 0.44573 -0.06 0.17 -0.19
C 0.28634 -8.70809 1.13901 0.57 -0.63 1.51
C 0.70261 -9.29761 2.53042 0.19 0.34 -0.56
O -0.82039 -7.84038 1.42715 -0.19 -0.58 -0.81
C -1.54972 -7.49449 0.24514 1.12 1.50 -0.39
C -1.25640 -5.98627 -0.05400 -0.55 -0.88 0.08
C -0.98930 -5.58000 -1.37466 0.07 1.22 1.13
C -0.68526 -4.19999 -1.59082 -0.29 -0.96 0.65
C -0.65993 -3.31750 -0.49689 -0.21 -0.24 0.61
C -0.96960 -3.73679 0.85737 0.32 -0.50 -2.10
C -1.26807 -5.10014 1.04994 0.21 1.05 -0.41
C 3.87391 -8.18140 -0.68925 1.93 0.78 0.15
C 3.73702 -6.95510 -1.60782 -0.04 0.35 0.81
C 2.92889 -5.84385 -1.39694 -0.05 -0.33 -0.26
H 11.32083 -6.79343 -0.70612 -0.41 -0.02 0.63
H 7.98286 -5.50617 1.71691 0.30 -0.58 -0.11
H 7.97278 -7.29626 1.94259 -0.07 0.48 -0.40
H 6.78891 -5.54827 -0.33214 0.19 -0.52 0.17
H 7.07592 -7.27750 -0.64642 -0.02 0.26 0.50
H 5.82936 -6.99617 2.02720 -0.24 0.20 -0.62
H 4.80718 -6.07098 0.88443 0.50 -0.28 -0.01
H 5.63107 -8.99578 0.19743 0.18 0.84 0.45
H 2.23206 -9.50118 -0.88084 -0.25 0.27 0.69
H 1.03668 -7.44606 -0.45448 0.39 -0.30 0.51
H 1.82924 -7.13376 1.09581 -0.25 -0.51 -0.15
H -0.07034 -9.56543 0.52361 0.20 0.56 0.04
H 1.28599 -10.22765 2.39347 -0.50 0.42 0.14
H -0.22433 -9.45987 3.11279 0.61 -0.06 -0.25
H 1.37695 -8.59702 3.06780 -0.56 -0.30 -0.23
H -2.63769 -7.67124 0.36019 0.65 -0.11 0.07
H -1.11209 -8.04977 -0.61046 -0.74 -0.01 0.33
H -1.01607 -6.31621 -2.18940 0.05 0.42 0.33
H -0.47738 -3.85894 -2.61414 -0.04 0.01 0.60
H -0.39698 -2.27366 -0.71946 -0.18 -0.44 0.34
H -0.95661 -3.00321 1.67653 -0.03 -0.48 -0.43
H -1.50339 -5.44814 2.06601 0.16 -0.07 -0.66
H 4.24188 -8.95871 -1.39479 -0.25 0.51 0.39
H 4.38481 -6.94451 -2.51107 -1.79 -1.12 -0.49
H 2.01293 -5.75672 -2.02383 1.59 1.35 -0.91
H 3.08200 -5.06286 -0.63071 -1.14 -1.48 0.96
C -0.33677 2.37774 5.72129 -0.07 0.14 -0.08
C -1.40700 1.84765 4.77332 0.02 -0.08 0.13
C -1.15428 0.41027 4.31921 -0.09 -0.01 -0.08
C 0.13357 0.19829 3.52122 0.08 0.05 0.08
C 0.25945 1.04527 2.25577 0.00 -0.16 -0.03
C -0.82223 0.75239 1.22275 0.07 0.18 -0.05
H 0.64352 2.41532 5.24237 0.00 -0.03 0.04
H -0.58466 3.39143 6.04263 0.06 -0.02 0.04
H -0.26114 1.75140 6.61298 0.04 -0.01 -0.03
H -1.49457 2.51235 3.90931 0.00 -0.03 -0.02
H -2.37292 1.88308 5.28554 0.00 0.01 -0.06
H -2.01076 0.07357 3.72689 0.03 -0.01 0.00
H -1.12627 -0.24015 5.19986 0.00 0.03 0.00
H 0.20010 -0.86062 3.24759 0.01 0.02 -0.02
H 0.99770 0.39466 4.16326 -0.02 -0.01 0.01
H 1.23546 0.84594 1.80279 0.01 0.05 0.04
H 0.25023 2.11043 2.50570 0.00 -0.02 0.03
H -0.80441 -0.29940 0.92604 -0.05 0.01 0.02
H -0.65636 1.35855 0.32936 -0.08 -0.06 -0.03
H -1.81921 0.98771 1.59993 0.00 -0.04 -0.02
C 2.13337 5.51129 2.92696 0.06 -0.01 -0.16
C 2.96412 4.23382 2.86857 -0.14 0.00 0.10
C 3.48687 3.79008 4.23461 0.07 -0.10 -0.05
C 4.43742 4.77424 4.91871 -0.06 0.10 0.01
C 5.68493 5.13857 4.11440 0.04 -0.07 0.12
C 6.59086 3.94522 3.83155 0.03 0.11 -0.12
H 2.72256 6.36054 3.27783 -0.04 0.00 0.02
H 1.75509 5.76192 1.93375 -0.03 0.04 0.05
H 1.27548 5.38797 3.59239 0.03 0.03 0.02
H 3.79152 4.36494 2.16577 0.02 -0.02 0.02
H 2.34045 3.43263 2.46055 0.06 -0.01 -0.02
H 3.98335 2.82114 4.12244 0.00 0.02 0.02
H 2.63494 3.61379 4.89977 0.01 0.02 -0.02
H 4.74675 4.34502 5.87763 0.01 0.01 -0.02
H 3.89652 5.69316 5.16428 -0.01 -0.03 0.00
H 6.25486 5.88161 4.67977 -0.04 0.02 -0.04
H 5.40561 5.61962 3.17261 -0.03 0.00 0.02
H 6.91518 3.47335 4.76183 -0.03 -0.03 -0.02
H 7.48236 4.26718 3.28977 0.01 -0.07 0.02
H 6.08886 3.19265 3.22071 0.02 -0.01 0.03
C -0.28153 3.68925 -1.80824 -0.05 0.16 0.06
C -1.78081 3.64832 -1.53108 0.10 -0.14 0.03
C -2.51273 2.56748 -2.32608 -0.11 0.03 0.04
C -2.45907 2.72950 -3.84639 0.12 0.00 -0.02
C -3.00544 4.05394 -4.37852 -0.08 -0.11 -0.05
C -4.48504 4.26223 -4.07530 0.07 0.16 -0.02
H -0.07018 3.93333 -2.85093 0.02 -0.04 0.02
H 0.19670 4.45108 -1.18909 0.05 -0.04 -0.03
H 0.18410 2.72790 -1.57787 0.01 0.00 -0.05
H -2.21751 4.63127 -1.72761 -0.03 -0.02 -0.01
H -1.93108 3.45455 -0.46457 -0.05 0.03 -0.02
H -3.55643 2.53745 -1.99876 0.01 -0.02 -0.02
H -2.09053 1.59021 -2.06741 0.00 0.02 0.01
H -3.02038 1.90622 -4.30098 0.00 0.03 0.00
H -1.42679 2.61164 -4.18980 -0.01 -0.01 0.02
H -2.86675 4.07304 -5.46349 0.04 0.02 0.03
H -2.42710 4.89331 -3.98177 0.02 -0.03 0.01
H -5.08679 3.45476 -4.49904 -0.01 0.00 0.05
H -4.82879 5.20311 -4.51058 -0.06 -0.03 0.04
H -4.67470 4.30701 -3.00120 -0.03 -0.02 -0.02
C -6.57133 6.92300 -6.71114 0.05 0.14 -0.09
C -6.46977 7.91082 -5.55502 0.02 -0.15 0.05
C -7.33392 7.52695 -4.35396 0.03 0.10 0.08
C -8.83978 7.48240 -4.61972 -0.01 -0.07 -0.10
C -9.44617 8.78365 -5.14421 -0.05 -0.03 0.13
C -9.31665 9.94708 -4.16725 -0.01 0.07 -0.15
H -7.58479 6.87575 -7.11384 0.02 -0.04 0.01
H -5.90767 7.22516 -7.52375 -0.03 -0.08 -0.02
H -6.27937 5.91964 -6.39265 -0.05 -0.01 -0.02
H -6.72509 8.91456 -5.90554 -0.01 0.01 0.03
H -5.42619 7.95691 -5.22875 -0.03 0.06 0.01
H -7.12833 8.22605 -3.53760 -0.02 -0.02 0.00
H -7.01838 6.54269 -3.99124 0.01 0.02 -0.02
H -9.34612 7.20519 -3.68902 0.00 0.02 -0.02
H -9.06137 6.67992 -5.32984 0.02 0.00 0.02
H -10.50821 8.61344 -5.34347 0.03 -0.01 -0.05
H -8.99535 9.05639 -6.10273 0.01 -0.04 0.01
H -9.79668 9.71109 -3.21481 0.05 0.00 0.01
H -9.79839 10.83824 -4.57436 0.02 0.01 0.07
H -8.27210 10.19759 -3.97342 -0.02 0.00 0.03
```
Positions in Å, forces in eV/Å.

Multiplicity   1
Structure (SMILES)   C#CCCC[C@H]1C(=O)O[C@@H](C[C@@H](C)OCc2ccccc2)[C@H]1C=C.CCCCCC.CCCCCC.CCCCCC.CCCCCC
LUMO level   -0.37 eV
Electronic energy   -1989.32578 hartree
Frontier orbital gap   7.600 eV

=====

2.
Below is a single C3H2F2S molecule, with properties calculated with ωB97M-V with the def2-TZVPD basis set.

The geometry in XYZ format:
```
8
Properties=species:S:1:pos:R:3:forces:R:3
C 1.76832 0.10690 0.14788 -3.27 0.10 -0.69
C 0.45254 0.47269 -0.02233 4.64 -3.43 -0.04
C -0.53368 -0.49916 -0.15837 -3.02 -0.71 0.03
H 2.42960 0.87738 0.42637 1.48 0.29 0.14
H -0.20589 -1.49556 -0.39174 0.53 -0.23 0.04
F 2.14299 -1.14353 -0.02282 0.65 -0.27 0.42
F 0.30292 1.72272 -0.08627 -1.74 4.01 0.32
S -2.14750 -0.31732 0.07150 0.74 0.24 -0.21
```
Positions in Å, forces in eV/Å.

Multiplicity   1
Energy relative to the best compared isomer or geometry (same formula, charge and spin)   0.834 eV
Structure (SMILES)   F/C=C(/F)C=S
LUMO level   -1.14 eV
Electronic energy   -713.35201 hartree
Frontier orbital gap   7.836 eV

=====

3.
Below is 3 unconnected molecules or ions with the total composition C30H41F5O8P, with properties calculated with ωB97M-V with the def2-TZVPD basis set.

The geometry in XYZ format:
```
85
Properties=species:S:1:pos:R:3:forces:R:3
C 2.27642 5.27669 -2.76686 -0.68 -0.43 -0.89
C 1.79192 4.25110 -3.62818 0.67 -0.07 0.62
C 1.42156 2.76474 -3.23187 3.13 1.44 -2.07
P -0.20666 2.56407 -2.21548 1.56 -0.99 1.15
C -1.03251 4.20180 -2.71681 -1.25 0.90 -0.35
C -2.61719 4.25678 -2.39570 0.68 1.31 -0.75
C -2.94131 4.78441 -0.92931 -1.03 -1.40 -0.28
C -4.49924 4.45713 -0.66356 2.09 -0.38 -1.76
F -4.60370 3.07538 -0.39353 -0.34 2.46 -0.01
F -5.19376 4.65069 -1.89201 0.52 -0.11 2.40
C -5.15819 5.35534 0.47861 -2.03 -0.60 0.05
F -5.50695 4.55350 1.56206 0.83 1.69 -1.54
F -4.37726 6.40742 0.91605 -1.53 -1.97 -0.80
F -6.37276 5.85655 -0.04069 2.29 -0.37 1.36
C 0.51725 3.18309 -0.51932 -1.11 1.16 0.51
O 1.39694 2.20507 0.08783 1.14 1.15 -0.49
C 2.77138 2.60047 0.05191 1.49 0.03 -0.03
C 3.76280 1.42965 -0.39217 -0.53 -0.76 -0.16
C 3.64918 0.12537 0.55263 0.43 0.82 -1.44
O -1.52996 1.99052 -1.21721 -0.96 -1.43 -0.44
C -1.94786 0.68065 -1.62290 0.35 1.31 -0.72
C -1.54606 0.59559 -3.20259 -0.45 -0.27 0.37
C -2.90537 0.17433 -3.92675 0.89 -0.86 -1.29
C -2.93902 -1.44008 -4.06624 -0.26 0.24 0.22
C -3.64221 -2.15156 -2.81505 -0.18 0.26 -0.99
O -2.75291 -3.09224 -2.14574 -1.24 0.58 0.70
C -3.30702 -3.32073 -0.82915 0.28 0.26 0.57
O -0.87670 1.79902 -3.66738 -2.48 -1.31 1.53
H 3.26378 5.28309 -2.22041 -1.82 -0.85 0.50
H 1.58354 6.17249 -2.59889 1.79 -0.39 -1.34
H 1.64707 4.53369 -4.72958 -1.56 0.03 1.80
H 2.31446 2.31970 -2.69066 -1.26 0.38 -0.10
H 1.29576 2.15488 -4.19033 0.13 0.82 1.31
H 0.39894 1.28383 -1.83412 0.03 0.02 -0.47
H -0.49266 5.11320 -2.27635 -0.88 -1.24 -0.39
H -0.97506 4.34281 -3.85286 0.19 -0.41 1.56
H -3.02395 5.05517 -3.11425 0.35 -1.05 1.02
H -3.15282 3.30007 -2.68081 0.89 1.03 0.68
H -2.72715 5.89086 -0.86806 -0.29 -1.29 0.12
H -2.38679 4.16850 -0.14134 -0.58 1.02 -1.07
H -0.39547 3.25292 0.17160 1.31 -0.04 -0.87
H 0.94334 4.23518 -0.57322 0.07 -1.24 0.18
H 3.13625 2.93157 1.09291 -0.65 -0.42 -1.10
H 2.95399 3.49748 -0.62852 -0.46 -1.15 0.71
H 3.53912 1.04136 -1.44776 0.06 0.82 1.36
H 4.83914 1.82040 -0.44827 -1.45 -0.41 0.39
H 2.61241 -0.30806 0.41101 1.11 0.62 0.53
H 3.89067 0.42298 1.61723 -0.36 -0.68 -1.10
H 4.38522 -0.63151 0.12015 -0.86 0.88 1.03
H -3.06669 0.69890 -1.38798 1.31 -0.55 -0.63
H -1.44083 -0.22629 -1.14663 -0.48 1.36 0.06
H -0.72708 -0.19202 -3.28154 -1.44 0.42 -0.12
H -2.98390 0.61165 -4.98286 0.33 -0.52 1.41
H -3.84648 0.49337 -3.38384 1.22 -0.13 -0.44
H -3.49728 -1.64575 -5.03826 0.68 -0.16 1.34
H -1.89073 -1.88045 -4.12801 -1.30 0.71 -0.11
H -3.97565 -1.32060 -2.10235 0.35 -1.29 -0.72
H -4.54140 -2.75986 -3.17913 0.89 0.93 0.60
H -3.26365 -2.31947 -0.28483 -0.33 -1.28 -0.40
H -4.38370 -3.70967 -0.86675 1.33 0.56 -0.05
H -2.68073 -4.06172 -0.22579 -0.66 0.92 -1.16
C 5.40762 -2.61491 4.43798 0.07 -0.04 0.35
C 4.79616 -2.78265 5.61021 0.28 0.00 -0.10
C 3.32058 -2.76906 5.71410 -0.22 0.04 0.12
O 2.76196 -2.92097 6.78591 0.13 -0.08 -0.12
C 2.55063 -2.56402 4.46915 0.08 0.27 -0.14
C 3.16235 -2.39649 3.29616 -0.20 -0.01 0.15
C 4.63660 -2.41016 3.19158 -0.01 0.08 -0.44
O 5.19463 -2.25968 2.12305 0.05 -0.16 0.28
H 6.48633 -2.62120 4.34281 -0.01 0.01 -0.04
H 5.34456 -2.93472 6.53176 -0.04 0.00 0.02
H 1.47459 -2.55748 4.56394 0.09 0.04 0.04
H 2.61382 -2.24461 2.37493 0.04 0.03 0.00
C 0.51703 -6.74691 2.78349 -0.03 -0.28 -0.14
C 0.56569 -8.05206 3.05076 -0.06 0.22 -0.19
C 0.99214 -8.54800 4.37720 0.01 -0.36 0.07
O 1.03870 -9.73842 4.62114 -0.01 0.21 -0.04
C 1.36081 -7.54094 5.39584 0.04 0.28 0.08
C 1.31220 -6.23576 5.12886 0.08 -0.18 0.24
C 0.88566 -5.74031 3.80223 -0.04 0.31 -0.10
O 0.83953 -4.55038 3.55931 -0.19 -0.47 -0.03
H 0.20811 -6.36579 1.81813 0.01 0.05 0.02
H 0.29866 -8.80243 2.31717 0.01 -0.02 0.04
H 1.66977 -7.92183 6.36113 -0.01 -0.03 -0.02
H 1.57938 -5.48471 5.86301 -0.02 0.04 -0.02
```
Positions in Å, forces in eV/Å.

Multiplicity   1
Energy relative to the best compared isomer or geometry (same formula, charge and spin)   3.461 eV
LUMO level   -0.45 eV
Electronic energy   -2610.02838 hartree
Frontier orbital gap   3.791 eV
Net charge   -1

=====

4.
Below is 3 unconnected molecules or ions with the total composition C2H5ClFN3, with properties calculated with ωB97M-V with the def2-TZVPD basis set.

The geometry in XYZ format:
```
12
Properties=species:S:1:pos:R:3:forces:R:3
C -0.06260 0.44381 -0.35098 -1.47 -2.36 -1.80
C 0.36349 1.66260 0.29837 -0.85 2.21 0.45
H 0.83934 -3.19277 0.26342 -3.06 3.53 -1.25
H -1.59461 -1.93640 0.40808 4.17 -0.08 -1.64
H 0.59776 -0.74113 1.09118 1.06 0.22 -4.10
H -1.43097 -0.28110 -1.54160 0.22 -1.23 -0.34
H -0.50604 2.25654 0.63120 0.16 0.05 -1.24
N -0.18705 -1.98364 -0.34793 -0.14 -1.16 1.81
N 0.59894 -0.73433 -0.09619 -0.36 -2.93 6.61
N -1.04345 0.51953 -1.10720 -1.68 2.25 -0.58
F 0.94898 1.41330 1.45158 1.78 -0.89 2.49
Cl 1.47620 2.57360 -0.69993 0.18 0.40 -0.41
```
Positions in Å, forces in eV/Å.

Multiplicity   1
Energy relative to the best compared isomer or geometry (same formula, charge and spin)   6.933 eV
LUMO level   -1.25 eV
Electronic energy   -803.24370 hartree
Frontier orbital gap   8.579 eV

=====

Question: The highest frontier orbital gap belongs to which entry?
Answer: C2H5ClFN3

=====

Question: Which of these has the lowest LUMO level?
Answer: C2H5ClFN3